(1)
The following is a DFT calculation (ωB97M-V with the def2-TZVPD basis set) of C28H44As2F6N4O2PRbS5 as an isolated structure.

Structure (XYZ):
```
93
Properties=species:S:1:pos:R:3:lowdin_charge:R:1
Rb 0.474 -0.145 0.351 0.6553
C 2.268 -2.942 -1.836 -0.2108
C 3.282 -2.360 -0.854 -0.2058
N 3.162 -0.924 -0.662 -0.1207
C 3.648 -0.082 -1.734 -0.1901
C 2.694 0.024 -2.902 -0.2993
C 3.186 0.064 -4.203 -0.0337
C 2.292 0.143 -5.255 -0.0616
C 0.935 0.140 -4.979 -0.0332
C 0.529 0.102 -3.650 -0.2735
C -0.952 0.077 -3.311 -0.1639
N -1.267 -0.702 -2.133 -0.1007
C -1.388 -2.137 -2.332 -0.2179
C -0.059 -2.858 -2.552 -0.2202
N 0.883 -2.693 -1.462 -0.0703
N 1.389 0.082 -2.637 0.1554
H 2.493 -4.014 -1.952 0.1195
H 2.424 -2.496 -2.821 0.1026
H 4.284 -2.642 -1.224 0.1157
H 3.150 -2.834 0.118 0.0953
H 3.583 -0.652 0.215 0.0882
H 4.625 -0.416 -2.122 0.1192
H 3.778 0.929 -1.339 0.0520
H 4.253 0.023 -4.378 0.1107
H 2.646 0.178 -6.278 0.1035
H 0.200 0.153 -5.774 0.1060
H -1.498 -0.273 -4.203 0.1167
H -1.273 1.106 -3.132 0.1087
H -2.094 -0.345 -1.673 0.0139
H -2.038 -2.383 -3.190 0.1170
H -1.876 -2.541 -1.442 0.0603
H 0.410 -2.459 -3.456 0.1057
H -0.287 -3.914 -2.776 0.1172
H 0.625 -3.247 -0.651 0.0890
C -1.707 -4.426 0.779 -0.2911
As -2.493 -2.698 1.272 1.1504
C -2.870 -3.164 3.139 -0.2848
C -4.306 -2.966 0.544 -0.4174
C -4.889 -4.229 0.485 -0.1163
C -6.152 -4.417 -0.057 -0.0949
C -6.852 -3.328 -0.551 -0.0971
C -6.289 -2.061 -0.489 -0.1228
C -5.022 -1.861 0.056 -0.4252
As -4.207 -0.068 0.109 1.1516
C -4.392 0.253 2.033 -0.3124
C -5.766 1.001 -0.425 -0.3451
H -2.236 -5.258 1.241 0.0208
H -0.678 -4.426 1.135 0.0019
H -1.718 -4.551 -0.305 0.0209
H -3.447 -4.088 3.189 0.0232
H -3.429 -2.364 3.623 0.0146
H -1.914 -3.300 3.645 0.0143
H -4.348 -5.088 0.865 0.0865
H -6.583 -5.410 -0.096 0.0981
H -7.836 -3.459 -0.983 0.0977
H -6.854 -1.223 -0.877 0.0760
H -5.335 -0.157 2.394 0.0341
H -4.363 1.328 2.211 0.0190
H -3.551 -0.189 2.560 -0.0189
H -6.648 0.773 0.173 0.0243
H -5.988 0.853 -1.481 0.0168
H -5.499 2.049 -0.279 0.0138
S 0.007 7.438 0.742 0.4821
C 0.916 6.132 0.303 -1.5390
S 1.424 5.803 -1.307 0.8545
C 2.231 4.256 -1.052 -1.2109
C 2.239 3.823 0.296 -1.1876
S 2.877 2.422 0.941 0.5714
S 1.451 4.930 1.411 0.8721
S 2.857 3.488 -2.390 0.5917
C -1.101 3.059 -1.073 -0.0960
O -0.800 2.447 0.162 -0.2915
C -1.551 2.964 1.238 -0.2138
C -0.995 2.409 2.522 -0.2167
O -1.298 1.030 2.613 -0.2594
C -0.760 0.456 3.792 -0.0953
H -1.063 4.151 -0.992 0.0810
H -2.099 2.764 -1.427 0.0892
H -0.343 2.738 -1.788 0.0820
H -2.610 2.688 1.132 0.1151
H -1.478 4.059 1.257 0.1189
H -1.433 2.949 3.373 0.1361
H 0.091 2.563 2.542 0.0972
H 0.333 0.514 3.801 0.0975
H -1.045 -0.593 3.811 0.0719
H -1.150 0.965 4.682 0.0943
F 0.083 -2.263 2.428 -0.2898
P 1.499 -2.926 2.950 0.1613
F 1.400 -2.047 4.294 -0.1423
F 2.273 -1.702 2.203 -0.2028
F 2.890 -3.562 3.414 -0.1338
F 1.557 -3.785 1.561 -0.1747
F 0.664 -4.118 3.643 -0.1506
```

Computed properties:
gap between HOMO and LUMO (alpha / beta)	6.239 / 6.583	eV
energy relative to the best compared isomer or geometry (same formula, charge and spin)	0.0	kJ/mol
charge	-1
E_HOMO (alpha / beta)	-4.411 / -5.467	eV
spin multiplicity	2

=====

(2)
The following is a DFT calculation (ωB97M-V with the def2-TZVPD basis set) of the molecule C5H7NO3 in a non-equilibrium geometry.

Structure (XYZ):
```
16
Properties=species:S:1:pos:R:3:lowdin_charge:R:1
C 2.039 -0.481 -0.529 -0.0864
N 0.974 -0.923 0.353 -0.0294
C -0.395 -0.874 0.756 -0.4739
O -1.137 -1.836 0.722 0.1162
C -0.620 0.565 1.138 -0.0394
C -0.581 1.065 -0.275 -0.3264
O -0.021 1.988 -0.828 0.1195
C -2.050 0.570 -0.947 -0.1313
O -3.088 0.755 -0.352 0.0745
H 2.890 -1.158 -0.441 0.0869
H 1.649 -0.450 -1.548 0.0877
H 2.408 0.489 -0.187 0.0781
H 1.332 -1.772 0.804 0.1281
H 0.180 1.032 1.722 0.1358
H -1.580 0.715 1.636 0.1358
H -2.001 0.315 -2.024 0.1243
```

Computed properties:
gap between HOMO and LUMO	9.262	eV
energy relative to the best compared isomer or geometry (same formula, charge and spin)	375.6	kJ/mol
E_HOMO	-9.556	eV

=====

(3)
The following is a DFT calculation (ωB97M-V with the def2-TZVPD basis set) of C6H14O4Zn as an isolated structure in a non-equilibrium geometry.

Structure (XYZ):
```
25
Properties=species:S:1:pos:R:3:lowdin_charge:R:1
C -0.881 -2.387 0.356 -0.1709
O -0.863 -1.509 -0.730 -0.2680
C -1.937 -0.535 -0.678 -0.3407
C -1.705 0.541 -1.721 -0.3966
O -0.841 1.557 -1.181 -0.4463
C 1.129 1.055 -1.055 -0.0330
C 1.466 1.367 0.383 -0.2076
O 0.503 0.739 1.223 -0.3788
C 0.889 0.581 2.574 -0.1225
Zn -1.478 1.034 0.709 0.5227
H -0.062 -3.109 0.228 0.0801
H -0.706 -1.846 1.304 0.0652
H -1.826 -2.957 0.413 0.0776
H -2.881 -1.073 -0.889 0.0685
H -2.660 0.969 -2.075 0.0901
H -1.224 0.119 -2.629 0.0995
H 2.009 1.406 -1.622 0.0919
H 0.653 0.721 -1.982 0.0919
H 1.519 2.451 0.577 0.1291
H 2.471 1.013 0.662 0.1270
H 0.010 0.216 3.120 0.0670
H 1.717 -0.140 2.633 0.0943
H 1.203 1.544 3.007 0.0872
O 2.113 -0.563 -1.383 -0.2954
H 1.384 -1.196 -1.241 -0.0323
```

Computed properties:
gap between HOMO and LUMO (alpha / beta)	4.619 / 6.599	eV
charge	-1
E_HOMO (alpha / beta)	-1.503 / -3.523	eV
spin multiplicity	2

=====

(4)
The following is a DFT calculation (ωB97M-V with the def2-TZVPD basis set) of a 4-piece molecular cluster, C6H21NO4 overall in a non-equilibrium geometry.

Structure (XYZ):
```
32
Properties=species:S:1:pos:R:3:lowdin_charge:R:1
C 1.747 -2.909 2.440 -0.1111
C 0.208 -2.737 2.082 -0.2451
N 0.127 -1.457 1.177 -0.1053
C -0.269 -0.185 1.914 -0.2291
C -1.505 0.451 1.331 -0.1587
C -1.413 0.667 -0.190 -0.4525
C -1.746 2.090 -0.589 -0.0453
O -2.203 -0.334 -0.803 -0.0519
H 2.266 -2.558 1.470 0.0878
H 2.159 -2.670 3.401 0.0357
H 1.990 -4.049 2.320 0.0760
H -0.575 -2.584 2.904 0.1068
H -0.150 -3.627 1.539 0.0879
H -0.395 -1.853 0.374 0.0926
H -0.245 -0.426 3.012 0.1144
H 0.696 0.407 1.859 0.1135
H -1.545 1.458 1.790 0.1047
H -2.460 -0.047 1.689 0.1407
H -0.500 0.239 -0.559 0.1244
H -2.371 2.106 -1.478 0.0617
H -0.655 2.415 -0.761 0.0941
H -2.388 2.895 -0.024 0.1178
H -3.133 -0.307 -0.738 0.0698
O 3.214 0.398 -1.375 -0.0763
H 4.149 0.492 -1.648 0.0524
H 2.955 0.957 -0.656 -0.0229
O -1.430 0.405 -4.154 -0.0410
H -0.943 -0.122 -3.497 0.0429
H -2.286 0.254 -3.843 -0.0129
O 2.493 2.941 -0.646 -0.0472
H 1.847 2.575 -0.044 0.0230
H 1.969 3.105 -1.436 0.0532
```

Computed properties:
gap between HOMO and LUMO	9.004	eV
energy relative to the best compared isomer or geometry (same formula, charge and spin)	358.7	kJ/mol
E_HOMO	-8.495	eV

=====

> Which formula does entry 2 have?

C5H7NO3